Formula: C3H12NS
Source: OMol25
Level of theory: the ωB97M-V functional and the def2-TZVPD basis

Last column: natural (NBO) charge in e.
CARTESIAN COORDINATES (ANGSTROEM)
1 C -1.324 2.398 -1.737  -0.4225
2 N -0.385 2.457 -0.563  -0.6640
3 H -2.284 2.820 -1.462  0.2414
4 H -0.868 2.917 -2.572  0.2392
5 H -1.502 1.356 -1.985  0.2466
6 H -0.244 3.443 -0.318  0.4399
7 H 0.551 2.124 -0.824  0.4515
8 H -0.745 1.921 0.216  0.4552
9 C 1.197 -2.121 -0.436  -0.7392
10 S 0.211 -0.827 0.350  0.1003
11 C 0.071 -1.346 2.054  -0.7601
12 H 2.093 -1.678 -0.869  0.2294
13 H 0.688 -2.652 -1.239  0.2360
14 H 1.502 -2.878 0.284  0.2445
15 H 1.028 -1.498 2.557  0.2302
16 H -0.418 -0.587 2.659  0.2364
17 H -0.475 -2.268 2.273  0.2354

**Energy above the lowest of the compared OMol25 structures with the same formula, charge and spin**: 10.4 kcal per mole
**Total charge**: +1
**Total energy**: -15624.1338 eV
**Kohn-Sham gap**: 0.3102 Ha
**LUMO**: -3.64 eV

---

Formula: C4H6O2
Source: OMol25
Level of theory: the ωB97M-V functional and the def2-TZVPD basis

Last column: natural (NBO) charge in e.
CARTESIAN COORDINATES (ANGSTROEM)
1 O -1.340 1.311 1.478  -0.6069
2 C -0.201 1.318 0.856  0.2264
3 C 0.669 -1.099 0.355  -0.6084
4 C 0.631 -0.251 -0.923  -0.5118
5 C -0.366 0.823 -0.566  0.4311
6 O -1.262 1.276 -1.255  -0.5446
7 H -2.083 1.055 0.881  0.4726
8 H 0.701 -0.398 1.210  0.2243
9 H 1.554 -1.723 0.465  0.2290
10 H -0.233 -1.714 0.443  0.2104
11 H 0.317 -0.792 -1.821  0.2340
12 H 1.613 0.195 -1.123  0.2439

**Energy above the lowest of the compared OMol25 structures with the same formula, charge and spin**: 77.0 kcal per mole
**Total energy**: -8337.1236 eV
**Kohn-Sham gap**: 0.3238 Ha
**LUMO**: -0.05 eV

---

Formula: C18H23F24NO5P
Source: OMol25
Level of theory: the ωB97M-V functional and the def2-TZVPD basis

Last column: Mulliken charge in e.
CARTESIAN COORDINATES (ANGSTROEM)
1 C -5.173 3.654 6.183  -1.0954
2 C -4.892 2.170 6.065  -0.4404
3 N -4.064 1.878 4.833  -0.3450
4 P -5.045 1.346 3.609  0.2599
5 C -4.115 1.343 2.050  -0.1997
6 O -5.010 1.269 0.952  -0.1396
7 O -6.265 0.813 1.451  -0.4203
8 H -5.949 3.944 5.479  0.2764
9 H -5.562 3.854 7.176  0.3796
10 H -4.284 4.239 5.986  0.3269
11 H -5.853 1.651 6.013  0.2837
12 H -4.387 1.774 6.936  0.4528
13 H -3.402 1.143 5.075  0.3467
14 H -5.605 0.107 3.916  0.2045
15 H -6.088 2.256 3.582  0.1548
16 H -3.460 0.472 2.019  0.1753
17 H -3.501 2.238 1.983  0.4212
18 H -6.869 1.526 1.186  0.3708
19 C -2.236 -1.236 -1.465  -1.1222
20 C -1.605 -0.089 -0.663  1.1694
21 C -2.102 1.336 -0.931  0.1078
22 F -1.864 1.700 -2.194  -0.2079
23 F -1.447 2.195 -0.105  -0.2338
24 F -0.268 -0.143 -0.768  -0.1357
25 F -1.909 -0.334 0.665  -0.3398
26 O -1.508 -1.719 -2.569  -0.3129
27 C -1.650 -1.191 -3.834  0.7982
28 C -0.342 -0.580 -4.355  0.6056
29 F 0.081 0.401 -3.528  -0.2114
30 F -0.578 -0.043 -5.568  -0.2746
31 F -2.669 -0.313 -3.892  -0.2980
32 F -1.950 -2.215 -4.653  -0.2907
33 H -2.241 -2.076 -0.770  0.4203
34 H -3.278 -1.029 -1.711  0.3182
35 H -3.174 1.427 -0.729  0.1252
36 H 0.427 -1.347 -4.430  -0.1459
37 C 2.041 -5.185 -2.058  -0.5840
38 C 3.314 -5.530 -1.270  0.8096
39 C 3.973 -4.414 -0.452  0.1356
40 F 4.387 -3.408 -1.245  -0.2168
41 F 5.048 -4.924 0.182  -0.2767
42 F 4.219 -6.104 -2.084  -0.2728
43 F 2.933 -6.463 -0.347  -0.3281
44 O 2.174 -4.925 -3.445  -0.3530
45 C 2.443 -3.682 -3.934  0.7657
46 C 3.764 -3.637 -4.713  0.1282
47 F 4.788 -4.003 -3.926  -0.2161
48 F 3.968 -2.365 -5.127  -0.2523
49 F 2.392 -2.732 -2.979  -0.1987
50 F 1.466 -3.376 -4.831  -0.3463
51 H 1.446 -6.096 -2.023  0.4281
52 H 1.459 -4.413 -1.554  0.2322
53 H 3.277 -4.024 0.297  0.2890
54 H 3.711 -4.302 -5.577  0.2728
55 C 3.328 1.941 -0.508  -0.7663
56 C 3.670 1.089 0.724  0.8664
57 C 2.643 1.033 1.858  0.3281
58 F 2.437 2.244 2.410  -0.2302
59 F 3.101 0.208 2.827  -0.2734
60 F 4.875 1.432 1.213  -0.2751
61 F 3.754 -0.200 0.274  -0.2756
62 O 3.893 3.234 -0.594  -0.4085
63 C 3.284 4.336 -0.059  0.8409
64 C 4.151 5.002 1.018  0.1501
65 F 4.413 4.138 2.016  -0.2217
66 F 3.470 6.052 1.530  -0.2563
67 F 2.046 4.065 0.399  -0.2713
68 F 3.152 5.244 -1.051  -0.3030
69 H 3.781 1.402 -1.339  0.3947
70 H 2.254 1.953 -0.696  0.4268
71 H 1.692 0.639 1.489  0.0201
72 H 5.089 5.348 0.582  0.2541

**Total charge**: +1
**Total energy**: -105264.9450 eV
**Kohn-Sham gap**: 0.3551 Ha
**LUMO**: -3.49 eV

---

Formula: C2H2ClF2I
Source: OMol25
Level of theory: the ωB97M-V functional and the def2-TZVPD basis

Last column: natural (NBO) charge in e.
CARTESIAN COORDINATES (ANGSTROEM)
1 C 1.192 0.339 -0.462  0.1505
2 C -0.923 -0.240 0.443  0.0300
3 F 1.781 -0.751 -0.926  -0.3071
4 F -0.842 -0.412 1.775  -0.3556
5 Cl -1.291 -1.805 -0.298  -0.0252
6 I -2.312 1.235 -0.132  0.1460
7 H 1.030 1.233 -1.051  0.1862
8 H 1.365 0.401 0.652  0.1752

**Energy above the lowest of the compared OMol25 structures with the same formula, charge and spin**: 75.3 kcal per mole
**Total energy**: -28160.9194 eV
**Kohn-Sham gap (spin up / spin down)**: 0.3067 / 0.3066 Ha
**LUMO (spin up / spin down)**: -0.45 / -0.45 eV